C40H92N12O20S2 | ωB97M-V with the def2-TZVPD basis set

Results
total charge = 0
LUMO energy = -0.0044 hartree
HOMO level = -8.696 eV

Last column: Löwdin charge in e.
Cartesian coordinates (Å):
C 19.822 18.596 15.678  -0.149
C 18.428 19.120 15.617  -0.179
O 17.686 18.329 16.586  -0.199
S 18.180 16.768 16.410  0.623
O 17.529 16.206 15.288  -0.215
O 18.269 16.257 17.711  -0.207
O 19.711 17.156 15.955  -0.201
H 20.320 18.998 16.561  0.129
H 20.451 18.850 14.821  0.127
H 18.008 18.896 14.611  0.110
H 18.272 20.196 15.692  0.143
C 18.004 9.938 14.689  -0.089
C 18.747 11.037 15.393  -0.150
O 20.159 10.653 15.156  -0.205
S 20.279 10.215 13.603  0.580
O 21.343 9.295 13.469  -0.210
O 20.149 11.354 12.759  -0.248
O 18.890 9.435 13.538  -0.196
H 17.048 10.331 14.312  0.118
H 17.781 9.049 15.288  0.106
H 18.503 11.000 16.463  0.120
H 18.544 12.078 15.103  0.127
C 14.310 9.174 16.147  0.023
C 15.499 8.295 16.478  -0.549
O 16.026 7.598 15.625  0.031
N 15.972 8.329 17.746  0.002
C 17.088 7.592 18.140  -0.107
H 14.713 10.157 15.852  0.073
H 13.667 9.376 17.008  0.059
H 13.774 8.718 15.308  0.090
H 15.520 8.910 18.442  0.096
H 16.806 7.256 19.151  0.100
H 18.025 8.156 18.031  0.088
H 17.250 6.672 17.607  0.083
C 10.094 19.519 9.944  -0.001
C 11.221 18.941 9.117  -0.563
O 11.242 18.939 7.885  0.016
N 12.248 18.495 9.878  0.019
C 13.408 17.846 9.183  -0.061
H 9.487 20.135 9.281  0.078
H 10.396 20.018 10.855  0.070
H 9.456 18.662 10.213  0.081
H 12.292 18.594 10.886  0.064
H 14.105 17.554 9.978  0.065
H 13.867 18.553 8.488  0.077
H 13.095 16.920 8.698  0.082
C 11.132 15.158 11.900  0.011
C 9.675 15.069 11.543  -0.542
O 8.895 16.011 11.568  0.021
N 9.178 13.828 11.294  -0.013
C 7.832 13.611 10.897  -0.088
H 11.284 15.457 12.945  0.062
H 11.536 15.932 11.240  0.081
H 11.704 14.250 11.682  0.082
H 9.781 13.032 11.459  0.073
H 7.132 14.079 11.628  0.096
H 7.596 12.579 10.628  0.088
H 7.803 14.172 9.957  0.090
C 19.197 19.085 11.743  -0.005
C 18.395 17.841 11.928  -0.575
O 17.197 17.807 12.214  0.015
N 19.147 16.740 11.762  0.030
C 18.657 15.362 11.941  -0.027
H 20.213 19.043 12.136  0.079
H 18.630 19.923 12.156  0.091
H 19.294 19.221 10.666  0.088
H 20.142 16.830 11.632  0.135
H 17.599 15.376 11.633  0.054
H 18.906 15.023 12.941  0.086
H 19.145 14.674 11.258  0.080
C 17.292 10.474 20.624  0.008
C 16.308 11.040 19.687  -0.526
O 15.160 10.606 19.570  -0.007
N 16.706 12.078 18.859  0.013
C 15.916 12.735 17.835  -0.049
H 18.135 11.129 20.910  0.095
H 17.667 9.585 20.124  0.074
H 16.799 10.203 21.549  0.092
H 17.629 12.411 19.094  0.126
H 16.171 12.284 16.876  0.067
H 16.052 13.831 17.869  0.091
H 14.856 12.532 18.071  0.080
C 12.568 10.649 12.663  0.019
C 11.094 11.093 12.631  -0.541
O 10.466 11.208 11.572  -0.008
N 10.566 11.329 13.823  0.047
C 9.132 11.704 13.827  -0.057
H 12.665 9.596 12.388  0.087
H 13.030 10.829 13.635  0.052
H 13.203 11.200 11.961  0.080
H 10.973 11.256 14.744  0.098
H 8.888 12.753 14.026  0.084
H 8.803 11.128 14.704  0.073
H 8.657 11.262 12.951  0.084
C 15.901 10.222 9.070  0.009
C 17.339 9.700 9.198  -0.539
O 17.741 8.609 8.823  0.029
N 18.161 10.573 9.829  0.019
C 17.836 11.890 10.340  -0.093
H 15.926 11.229 8.672  0.059
H 15.459 10.230 10.066  0.079
H 15.327 9.568 8.419  0.082
H 19.080 10.213 10.038  0.136
H 16.926 11.856 10.960  0.084
H 17.678 12.603 9.524  0.067
H 18.579 12.323 11.009  0.057
C 15.893 14.604 7.890  0.001
C 16.051 15.074 9.287  -0.545
O 15.858 14.376 10.281  0.003
N 16.464 16.365 9.471  0.032
C 16.810 17.318 8.325  -0.041
H 16.868 14.267 7.534  0.096
H 15.507 15.298 7.146  0.080
H 15.218 13.754 7.932  0.087
H 16.541 16.768 10.394  0.072
H 15.920 17.394 7.663  0.070
H 17.622 16.884 7.705  0.085
H 17.061 18.263 8.841  0.085
C 11.010 17.772 14.429  0.011
C 12.308 18.253 13.881  -0.552
O 12.459 18.636 12.722  0.011
N 13.349 18.238 14.707  0.031
C 14.640 18.783 14.343  -0.065
H 10.532 18.656 14.869  0.092
H 11.147 16.968 15.157  0.084
H 10.347 17.489 13.627  0.070
H 13.211 17.898 15.665  0.088
H 15.411 18.297 14.928  0.068
H 14.690 19.870 14.259  0.092
H 14.827 18.548 13.281  0.073
C 12.759 15.081 18.607  0.021
C 12.513 16.554 18.164  -0.511
O 13.332 17.122 17.422  -0.013
N 11.365 17.097 18.556  0.018
C 11.038 18.475 18.144  -0.040
H 12.195 14.906 19.543  0.081
H 13.829 14.822 18.610  0.073
H 12.359 14.363 17.900  0.055
H 10.715 16.618 19.152  0.133
H 10.686 18.985 19.040  0.083
H 10.244 18.446 17.382  0.079
H 11.956 18.918 17.737  0.088
C 13.603 13.782 14.978  0.020
C 14.834 13.340 14.141  -0.547
O 15.295 12.228 14.274  0.010
N 15.228 14.228 13.237  0.057
C 14.787 15.609 13.157  -0.069
H 13.746 14.811 15.319  0.066
H 13.390 13.184 15.853  0.041
H 12.749 13.732 14.273  0.083
H 15.971 14.019 12.579  0.109
H 15.096 16.280 13.968  0.062
H 13.714 15.643 13.039  0.065
H 15.265 16.050 12.274  0.066
C 11.948 10.764 19.002  0.018
C 11.252 11.493 17.862  -0.548
O 11.686 11.705 16.745  0.004
N 10.062 11.993 18.160  -0.003
C 9.268 12.725 17.243  -0.074
H 11.456 9.790 19.122  0.098
H 11.911 11.431 19.882  0.096
H 12.973 10.525 18.763  0.032
H 9.741 11.871 19.101  0.135
H 8.472 12.197 16.718  0.082
H 10.016 13.053 16.519  0.075
H 8.988 13.688 17.701  0.095

***

C3H3N2O2S | ωB97M-V with the def2-TZVPD basis set

Results
total charge = -1
SMILES = CN([S-])C(=O)N=C=O
LUMO energy = 0.1331 hartree
energy relative to the best compared isomer or geometry (same formula, charge and spin) = 35.9 kcal per mole
HOMO level = -3.329 eV

Last column: natural (NBO) charge in e.
Cartesian coordinates (Å):
C 0.435 0.022 0.401  0.784
C 2.878 -0.179 0.233  0.867
C -1.634 -0.210 -0.386  -0.387
N 1.900 0.489 0.371  -0.614
N -0.582 0.786 0.136  -0.545
O 0.405 -1.183 0.595  -0.671
O 3.795 -0.885 0.044  -0.567
S -1.427 2.383 0.419  -0.440
H -2.034 -0.848 0.307  0.187
H -2.465 0.464 -0.803  0.211
H -1.271 -0.840 -1.316  0.176

***

C26H49N6O7 | ωB97M-V with the def2-TZVPD basis set

Results
total charge = +1
LUMO energy = -0.1563 hartree
HOMO level = -11.327 eV

Last column: Löwdin charge in e.
Cartesian coordinates (Å):
C 2.556 -3.404 1.285  -0.140
C 0.945 -3.437 1.580  -0.286
C 0.046 -4.231 0.462  -0.189
C -1.528 -3.683 0.613  -0.106
N -1.630 -2.216 0.143  -0.093
N -0.661 -1.779 -0.705  0.127
C -0.715 -0.370 -1.130  -0.078
C 0.542 0.077 -2.146  -0.047
C -1.745 0.850 -0.790  -0.004
N -1.652 2.286 -1.275  -0.001
C -0.525 3.004 -0.514  -0.234
C 0.650 3.605 -1.487  -0.120
C -2.961 0.285 0.218  0.074
C -4.167 1.256 0.766  -0.152
O -5.321 1.379 -0.148  -0.101
C -6.491 1.479 0.786  -0.282
C -7.547 0.216 0.928  -0.002
O -6.677 2.561 1.545  -0.001
C -2.716 -1.287 0.568  0.024
C -3.869 -1.976 1.567  -0.105
O -4.665 -3.016 0.898  -0.103
C -4.982 -2.671 -0.497  -0.280
C -4.609 -3.837 -1.635  -0.018
O -5.572 -1.550 -0.924  -0.002
H 3.132 -2.892 2.197  0.097
H 2.892 -4.535 1.131  0.094
H 2.789 -2.754 0.311  0.070
H 0.589 -2.298 1.612  0.098
H 0.690 -3.861 2.666  0.120
H 0.009 -5.372 0.789  0.131
H 0.447 -4.174 -0.636  0.115
H -2.171 -4.350 -0.121  0.132
H -1.790 -3.822 1.744  0.137
H 0.882 -0.841 -2.789  0.082
H 0.229 1.007 -2.819  0.097
H 1.400 0.439 -1.401  0.099
H -2.569 2.778 -1.135  0.122
H -0.937 3.916 0.134  0.115
H 0.011 2.294 0.275  0.127
H 1.616 2.904 -1.482  0.044
H 0.326 3.759 -2.612  0.088
H 1.051 4.662 -1.104  0.096
H -3.696 2.350 0.841  0.149
H -4.509 0.993 1.866  0.141
H -7.910 -0.033 -0.160  0.106
H -6.898 -0.707 1.318  0.086
H -8.406 0.394 1.704  0.108
H -3.323 -2.473 2.506  0.151
H -4.616 -1.194 2.012  0.122
H -4.574 -4.881 -1.061  0.100
H -3.614 -3.599 -2.214  0.099
H -5.554 -3.927 -2.359  0.113
C 5.958 1.954 -1.768  -0.005
C 4.844 2.672 -1.060  -0.531
O 3.669 2.332 -1.178  -0.011
N 5.166 3.733 -0.265  0.005
C 6.473 4.284 0.002  -0.075
H 5.545 1.134 -2.361  0.079
H 6.477 2.641 -2.442  0.090
H 6.656 1.535 -1.038  0.090
H 4.361 4.163 0.177  0.145
H 6.647 4.234 1.080  0.087
H 6.470 5.330 -0.312  0.087
H 7.266 3.749 -0.521  0.079
C 3.971 -2.355 -3.128  -0.009
C 4.694 -3.133 -2.064  -0.535
O 4.632 -2.827 -0.876  -0.002
N 5.438 -4.209 -2.450  0.003
C 5.637 -4.726 -3.783  -0.078
H 3.423 -1.529 -2.667  0.069
H 4.688 -1.939 -3.840  0.089
H 3.254 -3.001 -3.642  0.086
H 5.895 -4.680 -1.677  0.146
H 5.287 -5.761 -3.800  0.085
H 6.709 -4.707 -3.997  0.087
H 5.104 -4.148 -4.538  0.077
C -2.481 5.322 3.642  -0.005
C -1.296 4.672 2.983  -0.550
O -0.655 5.230 2.096  0.009
N -0.938 3.422 3.396  0.000
C -1.556 2.606 4.412  -0.079
H -2.642 6.313 3.207  0.092
H -3.378 4.721 3.474  0.084
H -2.295 5.441 4.712  0.091
H -0.131 3.053 2.905  0.135
H -0.804 2.385 5.173  0.088
H -1.879 1.672 3.946  0.072
H -2.413 3.095 4.877  0.080